1.
Molecular formula: C3H6OSe
Method: DFT, the ωB97M-V functional and the def2-TZVPD basis

Each atom is followed by the atoms it is bonded to, with distances in Å.
Atoms and positions in Å:
1 O -1.5370 2.3458 -0.6832  C2 1.288, H5 0.999
2 C -0.8598 1.2884 -0.9677  O1 1.288, C3 1.266, Se4 2.209
3 C -0.5681 0.2455 -1.6227  C2 1.266, Se4 1.942, H6 1.080
4 Se -2.1638 -0.4859 -0.7912  C2 2.209, C3 1.942
5 H -1.5964 2.5050 0.3015  O1 0.999
6 H 0.2369 0.0360 -2.3119  C3 1.080
7 C 1.3258 -1.0806 1.1579  H8 0.974, H9 1.160, H10 1.159, H11 1.083
8 H 0.6971 -0.7386 0.4971  C7 0.974
9 H 1.1516 -2.2168 1.3164  C7 1.160
10 H 0.9378 -0.7858 2.2090  C7 1.159
11 H 2.3757 -1.1129 0.8948  C7 1.083

For the maximum force, the calculation gives 7.70 eV Å⁻¹. For the LUMO energy, the calculation gives 0.02 eV. The value obtained for the HOMO-LUMO gap is 0.283 Eh.

Per-atom natural (NBO) charges, elementary charge units: -0.608 0.377 -0.388 -0.145 0.517 0.251 -0.847 0.197 0.212 0.217 0.217



2.
Molecular formula: C3H6P2
Method: DFT, the ωB97M-V functional and the def2-TZVPD basis

Each atom is followed by the atoms it is bonded to, with distances in Å.
Atoms and positions in Å:
1 C -0.1503 0.3692 -0.3585  C2 1.489, C3 1.549, P5 1.783
2 C 1.1649 0.0458 0.2611  C1 1.489, C3 1.505, H6 1.097, H7 1.137
3 C -0.0012 0.2901 1.1809  C1 1.549, C2 1.505, H8 1.088, H9 1.092
4 P -1.3294 -2.7629 -0.6625  P5 2.075
5 P -1.0955 -0.8058 -1.3108  C1 1.783, P4 2.075, H10 1.383, H11 1.411
6 H 1.4481 -1.0050 0.1206  C2 1.097
7 H 1.9973 0.8031 0.4213  C2 1.137
8 H 0.0499 1.1508 1.8439  C3 1.088
9 H -0.4385 -0.6516 1.5181  C3 1.092
10 H -2.3386 -0.2338 -1.5131  P5 1.383
11 H -0.4865 -0.6505 -2.5746  P5 1.411

For the maximum force, the calculation gives 2.02 eV Å⁻¹. For the LUMO energy (spin up / spin down), the calculation gives -1.13 / -1.25 eV. The value obtained for the HOMO-LUMO gap (spin up / spin down) is 0.232 / 0.241 Eh.

Per-atom natural (NBO) charges, elementary charge units: -0.265 -0.472 -0.455 -0.306 0.565 0.226 0.242 0.236 0.233 0.005 -0.009



3.
Molecular formula: C3H6P2
Method: DFT, the ωB97M-V functional and the def2-TZVPD basis

Each atom is followed by the atoms it is bonded to, with distances in Å.
Atoms and positions in Å:
1 C 0.8805 1.0842 0.1618  C2 1.629, P4 1.660, H6 1.073
2 C -0.7162 1.0177 -0.1545  C1 1.629, P5 1.842, H7 1.088, H8 1.093
3 C 0.3409 -1.4532 -0.2897  P4 1.877, P5 1.860, H9 1.097, H10 1.094
4 P 1.7772 -0.3120 0.1094  C1 1.660, C3 1.877
5 P -1.2846 -0.6967 0.2047  C2 1.842, C3 1.860, H11 1.406
6 H 1.2737 2.0615 0.3635  C1 1.073
7 H -1.2465 1.7650 0.4313  C2 1.088
8 H -0.8570 1.2289 -1.2172  C2 1.093
9 H 0.3258 -1.6290 -1.3728  C3 1.097
10 H 0.4755 -2.4274 0.1893  C3 1.094
11 H -0.9693 -0.6391 1.5741  P5 1.406

For the maximum force, the calculation gives 7.62 eV Å⁻¹. Its spin multiplicity is 3. For the LUMO energy (spin up / spin down), the calculation gives 1.07 / -2.29 eV. The value obtained for the HOMO-LUMO gap (spin up / spin down) is 0.265 / 0.247 Eh.

Per-atom natural (NBO) charges, elementary charge units: -0.496 -0.756 -1.049 0.594 0.580 0.201 0.243 0.234 0.246 0.257 -0.054



Q: Which total energy values were calculated for the entries above? A: -70597.362, -21780.276, -21781.546, in eV.
Q: Which energy relative to the best compared isomer or geometry (same formula, charge and spin) values were calculated for the entries above? A: 333.3, 401.5, 0.0, in kJ/mol.